Below is a cluster of 2 separate species, C2H4P2 in total in a non-equilibrium geometry, with properties calculated with ωB97M-V/def2-TZVPD.

LUMO (spin up / spin down) = -1.0 / -0.8 eV
HOMO (spin up / spin down) = -8.296 / -8.253 eV
charge = 0
total energy = -761.10873 Ha
maximum force = 2.9 eV Å⁻¹
multiplicity = 1
energy relative to the best compared isomer or geometry (same formula, charge and spin) = 383.7 kJ/mol

Atoms and positions in Å:
C 1.34742 0.57980 0.44444
C 0.36388 -0.04238 -0.08991
P -2.62876 -0.85838 0.27962
P -2.54939 1.01761 -0.43528
H 2.25399 0.17084 0.97534
H 1.44470 1.67984 0.62183
H -0.18186 -0.90415 -0.59516
H -3.96744 -1.04139 0.30382

Below is a structure of composition C2H4P2 in a non-equilibrium geometry, with properties calculated with ωB97M-V/def2-TZVPD.

LUMO = -0.1 eV
HOMO = -8.375 eV
charge = 0
total energy = -761.20721 Ha
maximum force = 3.4 eV Å⁻¹
multiplicity = 1
energy relative to the best compared isomer or geometry (same formula, charge and spin) = 125.2 kJ/mol

Atoms and positions in Å:
C 0.72972 -1.15249 -0.27175
C -0.25208 1.05560 0.33363
P 1.70657 0.23091 -0.02682
P -0.93889 -0.65275 0.26938
H 1.06697 -2.11883 -0.21620
H 0.05168 1.40031 1.28854
H -0.59968 1.83842 -0.30295
H -1.76428 -0.60117 -1.07382